1.
{"formula": "C18H14ClNO3", "method": "the ωB97M-V functional and the def2-TZVPD basis", "elements": ["C", "C", "C", "C", "C", "C", "N", "C", "O", "C", "C", "C", "C", "C", "C", "O", "Cl", "C", "C", "C", "O", "C", "C", "H", "H", "H", "H", "H", "H", "H", "H", "H", "H", "H", "H", "H", "H"], "coordinates": [[4.882, -0.885, 0.732], [3.744, 0.060, 0.243], [3.112, -0.004, -1.077], [2.011, 0.894, -1.462], [1.524, 1.934, -0.535], [0.395, 2.899, -0.986], [-0.926, 2.675, -0.344], [-2.073, 2.460, -1.170], [-2.614, 3.200, -1.939], [-2.499, 1.011, -0.773], [-3.393, 0.049, -1.400], [-3.527, -1.251, -0.753], [-2.821, -1.639, 0.473], [-2.943, -3.049, 1.133], [-2.264, -4.165, 0.261], [-2.013, -3.953, -0.882], [-1.788, -5.777, 0.928], [-1.940, -0.652, 1.137], [-1.822, 0.630, 0.482], [-1.015, 1.914, 0.858], [-0.631, 2.129, 1.976], [2.206, 1.986, 0.767], [3.270, 1.089, 1.174], [5.126, -0.621, 1.801], [4.456, -1.927, 0.783], [5.816, -0.819, 0.124], [3.511, -0.780, -1.781], [1.608, 0.759, -2.494], [0.251, 2.737, -2.092], [0.708, 3.964, -0.841], [-3.928, 0.356, -2.328], [-4.208, -2.010, -1.214], [-2.395, -2.989, 2.109], [-4.003, -3.324, 1.363], [-1.370, -0.861, 2.068], [1.835, 2.774, 1.474], [3.720, 1.186, 2.186]], "forces_ev_per_a": [[-1.01, 0.13, 0.45], [-1.16, 1.60, -0.05], [-0.35, 1.01, 1.41], [1.21, -0.03, 1.80], [2.02, -2.20, 0.13], [0.91, 0.59, -0.41], [0.29, 0.88, 0.33], [-0.34, -2.46, 1.08], [0.87, -0.19, 0.08], [-0.61, -2.50, 1.40], [1.25, 0.35, 1.88], [0.64, 0.49, 0.58], [0.58, 1.90, -0.40], [0.49, 0.12, 0.47], [-0.10, 1.12, -1.01], [-0.09, -0.43, 0.58], [-0.50, 0.86, 0.32], [-1.36, 0.62, -2.32], [-1.00, 0.39, -1.62], [-1.06, -2.69, -0.02], [0.46, 0.72, -0.94], [-0.28, -0.24, -0.82], [-1.05, -0.21, -2.30], [-0.13, -0.16, -1.16], [0.76, 0.86, -0.34], [-0.87, -0.22, 0.36], [-0.65, 0.91, 0.58], [0.18, 0.31, 1.05], [0.09, 0.27, 1.11], [-0.17, -0.91, -0.09], [0.38, -0.64, 0.90], [0.77, 0.79, 0.42], [-0.58, -0.26, -0.75], [0.87, 0.09, -0.31], [-0.59, 0.12, -0.81], [0.55, -0.92, -0.64], [-0.42, -0.07, -0.94]], "nbo_charge": [-0.6433, 0.0036, -0.2296, -0.1928, -0.0782, -0.2271, -0.5329, 0.7077, -0.5049, -0.1277, -0.1984, -0.1308, -0.0187, -0.5336, 0.5661, -0.4909, -0.0759, -0.1840, -0.1158, 0.7151, -0.5150, -0.1933, -0.2183, 0.2181, 0.2266, 0.2291, 0.2198, 0.2196, 0.2234, 0.2204, 0.2417, 0.2182, 0.2481, 0.2604, 0.2407, 0.2319, 0.2206], "de_lowest_ev": 0.4677, "gap_ev": 8.648, "e_tot_ev": -39046.1723, "smiles": "Cc1ccc(CN2C(=O)c3ccc(CC(=O)Cl)cc3C2=O)cc1"}


2.
{"formula": "C18H14ClO8PSTa", "method": "the ωB97M-V functional and the def2-TZVPD basis", "elements": ["Ta", "O", "S", "O", "O", "C", "C", "C", "C", "C", "C", "P", "C", "C", "C", "C", "C", "C", "C", "C", "C", "C", "C", "C", "H", "H", "H", "H", "H", "H", "H", "H", "H", "H", "H", "H", "H", "H", "O", "O", "Cl", "O", "O", "O"], "coordinates": [[-0.003, -0.480, -2.720], [2.164, -2.618, -1.443], [2.855, -1.388, -1.819], [4.272, -1.567, -2.139], [2.146, -0.480, -2.716], [2.880, -0.441, -0.261], [4.143, -0.092, 0.255], [4.249, 0.678, 1.410], [3.095, 1.110, 2.050], [1.839, 0.763, 1.541], [1.692, -0.030, 0.380], [0.002, -0.480, -0.208], [-0.791, 1.126, -0.540], [-2.188, 1.268, -0.476], [-2.809, 2.487, -0.767], [-2.046, 3.582, -1.160], [-0.666, 3.452, -1.279], [-0.048, 2.232, -0.983], [-0.726, -1.120, 1.341], [-1.400, -0.345, 2.297], [-1.904, -0.921, 3.468], [-1.739, -2.282, 3.705], [-1.067, -3.068, 2.774], [-0.565, -2.492, 1.604], [5.047, -0.417, -0.255], [5.228, 0.941, 1.797], [3.165, 1.718, 2.947], [0.964, 1.132, 2.068], [-2.811, 0.418, -0.207], [-3.890, 2.571, -0.703], [-2.525, 4.526, -1.401], [-0.062, 4.286, -1.625], [1.027, 2.147, -1.139], [-1.525, 0.725, 2.155], [-2.418, -0.299, 4.196], [-2.124, -2.729, 4.617], [-0.921, -4.130, 2.952], [-0.027, -3.122, 0.893], [-0.003, 1.291, -2.720], [-2.000, -2.826, -3.009], [-2.501, -1.590, -3.578], [-3.945, -1.660, -3.690], [-1.924, -1.395, -4.894], [-2.136, -0.480, -2.720]], "forces_ev_per_a": [[0.83, 4.13, -0.70], [-1.25, 1.10, -1.34], [6.24, -3.46, 5.23], [-2.62, 0.62, -0.51], [-4.39, 1.38, -2.85], [0.03, 0.49, -0.13], [-0.40, -0.16, -0.25], [-0.27, -0.19, -0.18], [-0.42, -0.20, -0.31], [-0.13, -0.11, -0.09], [1.19, 0.16, -0.13], [1.10, 2.02, 1.90], [-1.63, 1.04, 1.48], [0.18, -0.06, 0.32], [0.13, -0.08, -0.08], [-0.10, -0.29, 0.04], [0.33, -0.42, 0.49], [0.15, 1.65, 1.63], [-0.73, -1.50, 0.05], [-0.13, 0.49, -0.11], [0.38, -0.04, -0.40], [0.08, 0.02, -0.18], [0.20, 0.29, -0.24], [0.08, -0.22, -0.14], [-0.33, 0.00, -0.01], [-0.13, -0.05, -0.06], [-0.10, -0.08, -0.14], [0.02, -0.12, -0.10], [0.10, 0.12, 0.03], [0.18, -0.07, -0.01], [0.05, -0.13, 0.06], [-0.07, -0.16, 0.09], [-0.19, 0.26, 0.60], [-0.07, -0.15, -0.10], [0.11, -0.04, -0.17], [0.02, 0.07, -0.14], [-0.02, 0.18, -0.06], [-0.16, 0.11, 0.15], [0.84, -6.29, -3.67], [1.04, 1.51, 0.41], [-6.11, -5.79, -4.03], [2.52, 0.78, 0.62], [1.26, 0.91, 1.25], [2.19, 2.26, 1.82]], "mulliken_charge": [1.3130, -0.5617, 1.3389, -0.7110, -0.5363, 0.5482, -0.5616, -0.5394, -0.8693, -0.3126, 0.2960, 0.8140, 0.1447, -0.6402, -0.8197, -0.5025, -0.7283, 0.0356, 0.4854, -0.0527, -0.8101, -0.4349, -0.7301, -0.4533, 0.5628, 0.4156, 0.4336, 0.3265, 0.5573, 0.4432, 0.4475, 0.4531, 0.3789, 0.3699, 0.4201, 0.4082, 0.4233, 0.4085, -0.2691, -0.5325, 1.7059, -0.5784, -0.5603, -0.5263], "de_lowest_ev": 4.6076, "gap_ev": [5.697, 5.695], "e_tot_ev": -69454.0967, "total_charge": 1}


3.
{"formula": "C18H14F3N5O4S", "method": "the ωB97M-V functional and the def2-TZVPD basis", "elements": ["O", "O", "O", "O", "F", "F", "F", "N", "S", "C", "C", "C", "C", "C", "C", "C", "C", "C", "C", "C", "C", "C", "C", "C", "N", "N", "N", "N", "C", "C", "C", "H", "H", "H", "H", "H", "H", "H", "H", "H", "H", "H", "H", "H", "H"], "coordinates": [[0.603, -2.287, 2.224], [0.371, 1.663, 3.372], [1.718, -4.415, -3.212], [-0.100, -5.403, -2.454], [-3.137, 3.319, 2.623], [-4.404, 4.810, 1.608], [-5.271, 3.105, 2.410], [0.930, 0.225, -1.157], [0.398, 2.546, -0.091], [0.588, -1.238, 2.796], [0.938, 1.193, 2.384], [-0.070, 0.946, -0.639], [-4.663, 2.005, -1.691], [-3.453, 1.313, -1.880], [-1.841, -1.670, -2.212], [-1.298, -2.916, -2.740], [0.870, -2.085, -2.052], [-4.974, 2.584, -0.487], [-2.799, 1.759, 0.342], [0.333, -0.857, -1.726], [-2.558, 1.145, -0.870], [-1.045, -0.689, -1.738], [0.060, -3.134, -2.468], [-3.992, 2.589, 0.550], [0.170, -1.246, 4.069], [0.883, -0.105, 2.079], [-1.341, 0.502, -1.075], [0.609, -4.371, -2.711], [-4.174, 3.506, 1.771], [3.035, 2.018, 1.115], [1.474, 2.257, 1.412], [-5.485, 1.983, -2.430], [-3.275, 0.887, -2.890], [-2.912, -1.556, -2.305], [-1.976, -3.682, -3.129], [1.837, -2.389, -1.777], [-5.920, 3.006, -0.307], [-1.981, 1.705, 1.078], [-0.139, -0.320, 4.426], [0.159, -2.035, 4.713], [1.184, -0.236, 1.127], [3.678, 2.891, 0.778], [3.456, 1.777, 2.042], [3.245, 1.252, 0.390], [1.440, 3.176, 2.014]], "forces_ev_per_a": [[0.98, -1.76, -1.93], [0.72, -0.80, 0.05], [-0.19, -0.19, 0.40], [1.69, 2.63, -0.58], [-0.18, 0.60, -0.39], [1.00, 0.05, -0.90], [-0.91, -0.69, 0.68], [-0.76, 0.42, 1.84], [-0.35, 0.60, 1.13], [-1.28, -2.23, 0.87], [-2.39, 2.85, 1.63], [1.53, -0.10, -2.40], [-0.53, -1.04, -0.32], [-1.57, -0.11, -2.36], [-1.20, -3.14, -2.42], [-0.76, 2.03, 2.13], [-0.46, -0.98, 0.11], [2.28, -0.13, 1.55], [-1.35, 2.23, 1.63], [0.02, -0.54, 0.11], [-0.50, 0.69, 0.62], [-0.31, 0.49, 0.30], [-2.05, 3.24, -0.27], [1.62, -0.73, -1.78], [-0.59, 3.76, 1.93], [1.20, 1.05, -1.27], [2.57, -0.50, 0.57], [-0.12, -4.85, -0.55], [0.07, -1.72, 0.50], [-0.82, 1.48, -1.21], [2.30, -0.63, -0.77], [0.97, 0.03, 0.12], [0.04, 0.28, 0.88], [-0.07, 0.11, 0.16], [0.48, 0.32, 0.19], [1.45, 0.27, 0.06], [-0.97, 0.74, 0.08], [-0.83, 0.18, -0.06], [0.59, -1.06, 0.03], [0.06, 0.19, -1.13], [0.15, -1.05, -0.23], [-1.48, -0.48, 0.22], [0.69, -0.73, 1.48], [-0.26, -0.56, -0.17], [-0.49, -0.25, -0.48]], "nbo_charge": [-0.6194, -0.6057, -0.3441, -0.3937, -0.3212, -0.3078, -0.3265, -0.4738, 0.2900, 0.7782, 0.6676, 0.2047, -0.2023, -0.2205, -0.2161, -0.1563, -0.1775, -0.1770, -0.1967, 0.1596, 0.1810, 0.1056, 0.0248, -0.1041, -0.8339, -0.6573, -0.3937, 0.4918, 0.9685, -0.6257, -0.3938, 0.2293, 0.2305, 0.2261, 0.2501, 0.2447, 0.2273, 0.2481, 0.4138, 0.4269, 0.4362, 0.2292, 0.2124, 0.2300, 0.2710], "de_lowest_ev": 0.1643, "gap_ev": 8.519, "e_tot_ev": -53518.5629, "smiles": "C[C@@H](Sc1nc2cc([N+](=O)[O-])ccc2n1-c1cccc(C(F)(F)F)c1)C(=O)NC(N)=O"}


4.
{"formula": "C18H14N2O5S", "method": "the ωB97M-V functional and the def2-TZVPD basis", "elements": ["C", "H", "O", "C", "C", "C", "C", "C", "C", "H", "H", "C", "O", "N", "C", "O", "C", "H", "H", "O", "C", "O", "C", "C", "C", "C", "C", "C", "H", "H", "N", "C", "S", "H", "H", "H", "H", "H", "H", "H"], "coordinates": [[-7.367, 2.573, 0.367], [-6.692, 3.298, -0.297], [-7.032, 1.353, -0.212], [-5.882, 0.728, -0.175], [-4.793, 1.257, 0.188], [-3.635, 0.733, 0.389], [-3.515, -0.599, 0.008], [-4.568, -1.113, -0.790], [-5.836, -0.511, -0.750], [-6.616, -1.087, -1.048], [-4.476, -1.927, -1.054], [-2.226, -1.066, -0.334], [-1.853, -2.215, -1.149], [-1.179, -0.662, 0.759], [0.129, -1.080, 0.709], [0.697, -0.731, 1.922], [0.786, -2.024, -0.252], [0.451, -2.971, -0.134], [0.493, -1.371, -1.328], [2.131, -1.731, -0.115], [2.603, -0.543, -0.504], [1.836, 0.497, -0.562], [4.110, -0.352, -0.176], [4.665, 0.815, -0.262], [6.091, 1.023, -0.497], [6.943, -0.254, 0.117], [6.237, -1.687, 0.325], [4.902, -1.427, 0.116], [4.274, -2.561, 0.414], [6.850, -2.395, 0.692], [8.205, 0.082, 0.214], [8.442, 1.164, -0.110], [7.171, 2.271, -0.406], [9.444, 1.465, 0.046], [4.098, 1.551, -0.718], [-1.494, 0.050, 1.506], [-2.701, 1.390, 0.519], [-4.903, 2.460, 0.987], [-8.500, 2.799, 0.156], [-7.290, 2.797, 1.439]], "forces_ev_per_a": [[-0.31, 3.39, -2.47], [-1.71, -0.54, 1.93], [-2.94, -1.11, 0.62], [-5.40, -1.91, -2.31], [1.65, 10.57, 6.58], [5.81, -1.11, -0.08], [-0.12, 0.91, -3.62], [-3.03, 13.63, 7.00], [4.03, -1.12, 0.16], [-2.54, -0.99, -1.14], [1.62, -14.48, -5.41], [6.16, -7.58, 0.46], [-2.56, 7.55, 4.58], [-2.93, -0.16, -3.92], [0.56, 2.22, 9.61], [-1.65, -1.92, -6.56], [-1.03, 8.32, -3.77], [-0.38, -3.03, -0.05], [0.27, -2.81, 2.55], [2.30, -1.38, -0.87], [-2.08, 4.80, 3.80], [2.87, -4.43, -1.27], [-2.40, -3.39, -0.67], [3.91, 4.35, -3.21], [-0.53, -6.33, 4.81], [-5.46, -1.43, -2.06], [-0.53, 10.32, -2.22], [-0.99, -9.01, 2.54], [1.47, 3.62, -1.27], [1.21, -2.86, 1.04], [-1.58, -12.02, 2.95], [3.99, 10.99, -1.61], [0.19, 1.76, -1.17], [0.94, 1.36, -0.51], [-1.61, 1.87, -0.04], [1.28, -1.91, -1.62], [-1.65, -1.17, 0.47], [0.15, -3.41, -3.08], [2.24, -0.73, -0.03], [0.75, -0.83, -0.16]], "nbo_charge": [-0.2762, 0.1890, -0.4945, 0.3770, -0.2368, -0.1572, -0.2464, -0.0233, -0.2524, 0.2271, 0.1675, 0.6716, -0.6453, -0.6448, 0.6580, -0.6482, -0.1393, 0.2459, 0.2352, -0.4696, 0.7939, -0.5972, -0.1962, -0.1284, -0.3441, 0.2018, -0.2060, -0.1315, 0.2118, 0.2293, -0.4567, -0.0757, 0.4570, 0.2048, 0.2248, 0.4448, 0.2402, 0.1809, 0.2119, 0.1973], "de_lowest_ev": 14.5504, "gap_ev": 7.697, "e_tot_ev": -42931.7189}


5.
{"formula": "C18H14N5O3Rh", "method": "the ωB97M-V functional and the def2-TZVPD basis", "elements": ["Rh", "O", "C", "N", "C", "O", "C", "C", "C", "C", "C", "N", "C", "C", "C", "C", "C", "N", "H", "H", "H", "H", "H", "H", "H", "H", "N", "C", "O", "C", "C", "C", "C", "N", "C", "H", "H", "H", "H", "H", "H"], "coordinates": [[0.000, -1.130, -0.851], [-1.307, -1.912, 3.116], [-1.176, -1.689, 1.946], [0.000, -1.443, 1.293], [1.175, -1.689, 1.946], [1.307, -1.913, 3.116], [2.342, -1.678, 0.969], [3.637, -1.685, 1.467], [4.689, -1.794, 0.568], [4.412, -1.872, -0.787], [3.086, -1.821, -1.205], [2.083, -1.723, -0.340], [-2.342, -1.678, 0.969], [-3.637, -1.686, 1.467], [-4.689, -1.794, 0.568], [-4.412, -1.872, -0.787], [-3.086, -1.821, -1.206], [-2.083, -1.724, -0.340], [3.791, -1.621, 2.533], [5.708, -1.820, 0.931], [5.202, -1.977, -1.516], [2.838, -1.867, -2.259], [-3.790, -1.621, 2.533], [-5.708, -1.820, 0.931], [-5.202, -1.977, -1.515], [-2.839, -1.867, -2.260], [0.000, 4.040, 1.759], [0.000, 4.379, 0.470], [0.000, 5.523, 0.075], [0.000, 3.266, -0.571], [0.000, 3.657, -1.913], [0.000, 2.696, -2.912], [0.000, 1.362, -2.540], [0.000, 0.992, -1.257], [0.000, 1.908, -0.287], [0.000, 4.794, 2.433], [0.000, 3.102, 2.115], [0.000, 4.713, -2.140], [0.000, 2.964, -3.959], [0.000, 0.572, -3.289], [0.000, 1.529, 0.728]], "forces_ev_per_a": [[0.00, -0.80, 4.06], [-0.03, 0.18, -0.55], [-2.22, 0.02, -0.24], [0.00, 0.76, -2.77], [2.23, 0.01, -0.23], [0.03, 0.18, -0.55], [0.47, 0.00, 1.21], [-0.39, -0.17, -0.34], [-0.02, 0.08, 0.04], [-0.32, -0.14, -0.06], [0.77, -0.01, -0.45], [-1.18, 1.16, -0.66], [-0.47, -0.01, 1.22], [0.39, -0.15, -0.35], [0.01, 0.07, 0.05], [0.31, -0.14, -0.08], [-0.77, -0.02, -0.45], [1.19, 1.17, -0.67], [-0.05, -0.09, 0.11], [0.05, 0.02, -0.05], [-0.01, 0.01, -0.06], [-0.01, 0.03, 0.04], [0.05, -0.09, 0.11], [-0.04, 0.02, -0.05], [0.01, 0.01, -0.06], [0.01, 0.04, 0.05], [0.00, -0.20, 0.80], [0.00, 0.40, -0.65], [0.00, -0.20, -0.07], [0.00, -0.25, -0.24], [0.00, -0.16, 0.19], [0.00, -0.24, 0.28], [0.00, -0.10, -0.56], [0.00, -1.86, 0.53], [0.00, 0.35, 0.55], [0.00, -0.07, -0.06], [0.00, 0.07, -0.05], [0.00, 0.09, 0.03], [0.00, -0.03, -0.02], [0.00, 0.07, 0.07], [0.00, -0.03, -0.09]], "nbo_charge": [1.2624, -0.4289, 0.6161, -0.5634, 0.6161, -0.4290, 0.1055, -0.1705, -0.0930, -0.2075, 0.0594, -0.4872, 0.1053, -0.1704, -0.0931, -0.2075, 0.0594, -0.4870, 0.2771, 0.2616, 0.2649, 0.2236, 0.2771, 0.2616, 0.2649, 0.2237, -0.7885, 0.6384, -0.5443, -0.1257, -0.0465, -0.2108, 0.0315, -0.3941, 0.0617, 0.4382, 0.3918, 0.2886, 0.2709, 0.2251, 0.2224], "de_lowest_ev": 0.0000, "gap_ev": [5.677, 5.678], "e_tot_ev": -35477.3002, "total_charge": 2}